ORCA calculation (ωB97M-V with the def2-TZVPD basis set) on 3 unconnected molecules or ions with the total composition C15H29F3N3O4 in a non-equilibrium geometry.

Results
net charge: +1
2S+1: 1
energy relative to the best compared isomer or geometry (same formula, charge and spin): 0.0 kcal per mole

Cartesian coordinates (Å):
1 C -3.6602 1.5356 -1.1120
2 O -3.7707 0.1137 -1.1034
3 C -3.0807 -0.5027 -0.0695
4 N -1.9843 -1.3742 -0.5660
5 C -1.1199 -1.8079 0.5810
6 C 0.0128 -0.8229 0.3989
7 C 1.2528 -0.8847 1.2734
8 C 1.2945 0.3120 2.2392
9 O 2.1863 1.3220 1.8397
10 C 1.8346 1.9396 0.6381
11 C 0.7272 2.9934 0.7673
12 F -0.1729 2.8348 -0.2596
13 F 1.2159 4.2609 0.6593
14 F 0.0394 2.9175 1.9277
15 N 0.2330 -1.0083 -1.0764
16 C -1.1109 -0.9044 -1.4930
17 N -1.4802 -0.4128 -2.6529
18 H -3.9547 1.8728 -2.0990
19 H -4.3312 1.9961 -0.3946
20 H -2.6398 1.8685 -0.9291
21 H -3.7559 -1.1348 0.4979
22 H -2.6896 0.2472 0.6186
23 H -1.6011 -1.8326 1.5478
24 H -0.7407 -2.7884 0.3259
25 H -0.4201 0.1769 0.4213
26 H 2.1349 -0.8773 0.6434
27 H 1.2338 -1.7946 1.8621
28 H 1.6364 -0.0272 3.2086
29 H 0.2806 0.6836 2.3897
30 H 1.5393 1.2449 -0.1462
31 H 2.7174 2.4511 0.2711
32 H 0.5149 -1.9633 -1.3151
33 H -0.9370 -0.5737 -3.4827
34 H -2.2962 0.1658 -2.7434
35 C 5.0546 4.7009 -0.1307
36 C 5.6736 3.5623 -0.9048
37 O 5.0457 2.5694 -1.1961
38 C 7.1189 3.7212 -1.3014
39 H 4.0152 4.4750 0.0952
40 H 5.5967 4.8560 0.8030
41 H 5.0973 5.6184 -0.7187
42 H 7.7395 3.8394 -0.4121
43 H 7.2385 4.6021 -1.9335
44 H 7.4448 2.8414 -1.8498
45 C -3.8830 -5.8980 1.5075
46 C -3.3156 -4.9176 0.5172
47 O -2.1568 -4.5624 0.5699
48 C -4.2523 -4.3985 -0.5451
49 H -3.1111 -6.1934 2.2133
50 H -4.7120 -5.4430 2.0517
51 H -4.2492 -6.7835 0.9867
52 H -5.0969 -3.8860 -0.0814
53 H -4.6325 -5.2264 -1.1440
54 H -3.7233 -3.7035 -1.1945